Record 1
This record from the OMol25 dataset describes a gas-phase ion, C9H20N3O3 (charge +1). The level of theory is the ωB97M-V functional and the def2-TZVPD basis.

Output
Structure (SMILES): C[C@@H](O)CON1CCN/C1=[NH+]\CCCO
HOMO energy (eV): -13.44
Charge: +1
Energy relative to the best compared isomer or geometry (same formula, charge and spin) (kcal per mole): 85.4

Each line ends with the Mulliken charge.
Cartesian coordinates (Å):
C1 2.07216 2.95802 0.97104  -1.248
C2 1.73622 2.34770 -0.39034  0.150
O1 2.96794 2.01889 -1.02243  -0.560
C3 0.84222 1.12271 -0.28152  -0.477
O2 1.37663 0.27259 0.77245  -0.353
N1 1.40168 -1.05993 0.45922  0.005
C4 2.32162 -1.59986 -0.54882  -0.451
C5 1.93323 -3.05996 -0.40559  -0.653
N2 0.46576 -2.98795 -0.12384  -0.298
C6 0.25579 -1.75803 0.40928  0.480
N3 -0.88139 -1.31374 0.87505  -0.091
C7 -2.12900 -2.09076 0.89481  -0.531
C8 -3.32434 -1.17266 1.18616  -0.621
C9 -4.18844 -0.86023 -0.04019  -0.545
O3 -3.68315 0.29914 -0.69486  -0.515
H1 1.36792 2.65055 1.74705  0.296
H2 3.06572 2.63359 1.27868  0.327
H3 2.06587 4.04642 0.92306  0.356
H4 1.19719 3.08739 -0.99585  0.353
H5 2.80882 1.82925 -1.95679  0.323
H6 -0.18024 1.42160 -0.02837  0.370
H7 0.83101 0.56903 -1.22380  0.387
H8 3.36377 -1.38198 -0.33404  0.394
H9 2.05552 -1.22842 -1.54570  0.259
H10 2.16133 -3.70306 -1.24971  0.430
H11 2.39234 -3.45821 0.50092  0.265
H12 -0.17918 -3.27822 -0.84570  0.315
H13 -0.87283 -0.38654 1.27772  0.288
H14 -2.03343 -2.89580 1.62664  0.393
H15 -2.24884 -2.55345 -0.08898  0.308
H16 -3.93686 -1.62250 1.96960  0.429
H17 -2.96167 -0.21254 1.56357  0.266
H18 -5.23265 -0.73692 0.25504  0.401
H19 -4.15089 -1.69361 -0.75058  0.247
H20 -4.38480 0.95218 -0.79103  0.304

***

Record 2
This record from the OMol25 dataset describes a molecular structure, C37H25AsBrIrN4O11 in a non-equilibrium geometry. The level of theory is the ωB97M-V functional and the def2-TZVPD basis.

Output
HOMO energy (spin up / spin down) (eV): -8.71 / -8.76

Each line ends with the Mulliken charge.
Cartesian coordinates (Å):
Ir1 0.65876 -0.91246 0.47074  3.243
Br1 1.74896 1.08944 3.37774  -0.023
C1 0.75076 -0.47076 3.72324  0.099
C2 0.79806 -1.06836 4.97184  -0.790
C3 -0.01575 -2.17146 5.18634  -0.459
C4 -0.87564 -2.59186 4.18114  -0.709
C5 -0.83114 -1.93296 2.96444  0.468
N1 -0.00675 -0.91366 2.73344  0.124
C6 -1.78484 -2.31766 1.81294  0.166
O1 -2.81124 -2.89286 2.10464  -0.712
O2 -1.39734 -1.95396 0.66374  -0.563
H1 1.44306 -0.67056 5.74184  0.471
H2 0.01795 -2.68736 6.13244  0.448
H3 -1.57555 -3.40416 4.30474  0.549
O3 -2.23545 -5.76876 -4.57726  -0.650
N2 -2.23214 -4.61556 -4.94916  1.081
O4 -2.76144 -4.20866 -5.96146  -0.646
C7 -1.54844 -3.65166 -4.12886  -0.853
C8 -0.91125 -4.05146 -2.96346  -0.293
C9 -0.22875 -3.13226 -2.18816  -0.724
C10 -0.21365 -1.71906 -2.50916  1.299
O5 0.26356 -0.82686 -1.77826  -1.069
C11 -0.85794 -1.38166 -3.75996  -0.621
C12 -1.50614 -2.31886 -4.52986  -0.068
N3 -0.81394 -0.02586 -4.23616  1.200
O6 -0.16925 0.80004 -3.62856  -0.575
O7 -1.43604 0.21644 -5.25386  -0.706
N4 0.44906 -3.62826 -1.05076  1.185
O8 1.28316 -2.90906 -0.47246  -0.813
O9 0.23205 -4.76826 -0.68936  -0.641
H4 -0.93754 -5.09286 -2.66756  0.679
H5 -1.97974 -2.02136 -5.45636  0.691
O10 2.70726 -1.24296 1.48364  -0.869
C13 3.31476 -0.51796 0.64794  0.832
O11 2.64925 0.20884 -0.13026  -0.741
C14 4.79146 -0.52056 0.55304  0.350
C15 5.44286 0.49384 -0.14576  -0.207
C16 6.81016 0.42864 -0.33836  -0.661
C17 7.53306 -0.64776 0.15554  -0.388
C18 6.88356 -1.65506 0.85314  -0.623
C19 5.51756 -1.59336 1.06034  -0.425
H6 4.86565 1.31614 -0.54016  0.413
H7 7.31716 1.20094 -0.89786  0.396
H8 8.60056 -0.71096 -0.00826  0.381
H9 7.43946 -2.50526 1.21894  0.399
H10 4.99346 -2.37606 1.58894  0.442
C20 -3.94434 1.17664 3.71944  -0.616
C21 -4.19915 0.45974 2.56184  -0.713
C22 -3.29494 0.48914 1.51584  -0.380
C23 -2.12805 1.24174 1.60864  0.549
C24 -1.86805 1.94274 2.78484  -0.491
C25 -2.77864 1.91914 3.82694  -0.909
As1 -0.81334 1.21174 0.15834  1.873
C26 0.02075 2.97154 0.34454  -0.074
C27 1.39956 3.08994 0.23444  -0.699
C28 2.00405 4.32764 0.38864  -0.558
C29 1.23476 5.44984 0.64354  -0.593
C30 -0.14475 5.33954 0.73014  -0.758
C31 -0.75324 4.10444 0.58774  -0.262
C32 -1.94885 1.41114 -1.41046  0.904
C33 -1.88434 2.56884 -2.18096  -0.779
C34 -2.69275 2.70864 -3.29586  -0.762
C35 -3.56904 1.69724 -3.65346  -0.800
C36 -3.61124 0.52774 -2.90946  -1.004
C37 -2.79165 0.37504 -1.80386  -0.079
H11 -4.65115 1.15904 4.53514  0.411
H12 -5.09694 -0.13366 2.47514  0.454
H13 -3.50274 -0.08356 0.62234  0.183
H14 -0.95494 2.52114 2.87624  0.461
H15 -2.57565 2.47764 4.72934  0.437
H16 1.98916 2.20744 0.02274  0.521
H17 3.07705 4.41534 0.31244  0.443
H18 1.70416 6.41364 0.77194  0.395
H19 -0.74944 6.21504 0.91894  0.422
H20 -1.83404 4.01454 0.66044  0.482
H21 -1.17644 3.34854 -1.92526  0.384
H22 -2.61534 3.59814 -3.90296  0.417
H23 -4.18775 1.80464 -4.53006  0.410
H24 -4.26515 -0.27636 -3.21476  0.458
H25 -2.77905 -0.57016 -1.27186  0.183

***

Record 3
This record from the OMol25 dataset describes a molecular structure, C34H32GeMoN2 in a non-equilibrium geometry. The level of theory is the ωB97M-V functional and the def2-TZVPD basis.

Output
HOMO energy (eV): -7.08

Each line ends with the Mulliken charge.
Cartesian coordinates (Å):
Mo1 0.27529 0.75445 1.63719  -1.187
C1 0.49396 4.93479 2.49621  -0.763
C2 1.88467 5.01242 2.57485  -0.372
C3 2.63442 3.95335 2.08460  -1.033
C4 2.01013 2.81696 1.58562  1.183
N1 0.63901 2.72485 1.59090  -0.230
C5 -0.08485 3.79059 1.99639  -0.320
C6 2.79247 1.66312 1.10770  0.929
C7 4.09478 1.86930 0.63395  -0.993
C8 4.89117 0.80368 0.26620  -0.740
C9 4.39064 -0.48974 0.35586  -0.544
C10 3.08806 -0.70170 0.77150  0.326
C11 2.25254 0.34628 1.14769  0.225
H1 -0.12616 5.74585 2.83899  0.405
H2 2.37278 5.87393 3.00062  0.441
H3 3.71154 3.97866 2.14336  0.441
H4 -1.16520 3.68260 1.89091  0.514
H5 4.47242 2.87627 0.51369  0.409
H6 5.89680 0.98181 -0.08824  0.408
H7 5.00936 -1.33311 0.08842  0.437
H8 2.69505 -1.71130 0.81015  0.426
C12 -1.57762 -2.04735 3.59155  -1.053
C13 -1.20894 -0.61621 4.01776  1.568
C14 -0.56460 -0.62637 5.41602  -1.708
C15 -2.47973 0.25493 4.06700  -1.601
N2 -0.34316 -0.04002 3.06711  -0.981
H9 -2.34914 -2.46302 4.23572  0.419
H10 -0.69326 -2.68175 3.62062  0.365
H11 -1.94327 -2.01440 2.56543  -0.048
H12 -1.26686 -1.00582 6.15656  0.392
H13 -0.28006 0.38875 5.69372  0.387
H14 0.32284 -1.25654 5.40497  0.392
H15 -3.19972 -0.15042 4.77413  0.439
H16 -2.92326 0.29424 3.07140  0.290
H17 -2.20844 1.26535 4.37598  0.374
C16 -0.46723 0.35957 -0.02905  0.480
Ge1 -0.89986 -0.44576 -1.70777  1.491
C17 0.51293 -1.83487 -1.82331  0.047
C18 0.47358 -2.84874 -0.87516  -0.421
C19 1.42513 -3.85081 -0.86790  -0.701
C20 2.46066 -3.82801 -1.78872  -0.424
C21 2.52290 -2.81015 -2.72363  -0.670
C22 1.54584 -1.82999 -2.74573  -0.102
C23 -2.59578 -1.47205 -1.84508  0.035
C24 -3.17347 -1.96792 -0.68469  -0.433
C25 -4.29503 -2.77435 -0.74160  -0.604
C26 -4.86091 -3.08427 -1.96691  -0.396
C27 -4.29037 -2.59948 -3.13087  -0.729
C28 -3.15805 -1.80857 -3.06782  -0.201
C29 -0.69464 0.91709 -3.13416  -0.068
C30 -1.74002 1.29265 -3.96674  -0.349
C31 -1.55449 2.25888 -4.94190  -0.591
C32 -0.31648 2.86267 -5.09343  -0.411
C33 0.72556 2.51879 -4.24653  -0.739
C34 0.52998 1.56133 -3.26750  -0.446
H18 -0.31137 -2.84218 -0.12768  0.303
H19 1.36557 -4.64599 -0.13745  0.396
H20 3.21963 -4.59736 -1.77846  0.386
H21 3.33298 -2.77586 -3.44002  0.407
H22 1.58896 -1.04893 -3.49236  0.427
H23 -2.72878 -1.70821 0.26983  0.324
H24 -4.73065 -3.16104 0.16847  0.417
H25 -5.74008 -3.70900 -2.02442  0.374
H26 -4.72130 -2.84199 -4.09215  0.387
H27 -2.70092 -1.45374 -3.98122  0.466
H28 -2.71055 0.82736 -3.84384  0.423
H29 -2.38033 2.54482 -5.58165  0.393
H30 -0.16505 3.60177 -5.86886  0.380
H31 1.68610 3.00812 -4.34421  0.392
H32 1.33192 1.31178 -2.58203  0.557